No. 1
Molecular formula: C6H6O2
Method: DFT, wB97M-V/def2-TZVPD

XYZ file:
```
14
Properties=species:S:1:pos:R:3
C -1.483 0.307 -0.389
C -2.272 1.056 -1.112
H -1.628 -0.756 -0.129
H -3.255 0.737 -1.401
C -0.162 0.981 -0.033
O 0.382 1.841 -0.689
H 0.745 0.268 3.331
C 0.524 0.853 1.322
H 0.407 -2.259 1.626
C 0.578 -0.087 2.300
H 0.694 1.883 1.592
O 0.890 -2.164 3.551
H -1.910 1.941 -1.660
C 0.607 -1.599 2.542
```

The HOMO energy comes out at -10.035 eV. For the strongest force on any atom, the calculation gives 4.00 eV Å⁻¹. Its HOMO-LUMO gap is 0.336 Ha. The total energy comes out at -382.5952 Eh. As for the structure (SMILES): C=CC(=O)/C=C\C=O. As for the total charge: 0. The relative energy (zero: lowest compared OMol25 entry of this formula, charge and spin) is 2.4642 eV.

No. 2
Molecular formula: C2H3O3Tm
Method: DFT, wB97M-V/def2-TZVPD

XYZ file:
```
9
Properties=species:S:1:pos:R:3
C -1.945 -0.785 0.673
Tm 0.297 0.006 0.887
H 3.445 1.602 -1.529
O -1.575 -0.906 1.891
C 2.471 1.129 -1.336
H -3.487 -1.571 1.345
O -3.157 -1.239 0.451
H 1.838 0.842 -2.193
O 2.113 0.922 -0.189
```

The HOMO energy (spin up / spin down) comes out at -19.131 / -19.071 eV. For the strongest force on any atom, the calculation gives 3.33 eV Å⁻¹. Its HOMO-LUMO gap (spin up / spin down) is 0.301 / 0.274 Ha. The total energy comes out at -1388.1892 Eh. As for the total charge: +2. The relative energy (zero: lowest compared OMol25 entry of this formula, charge and spin) is 0.4904 eV. As for the spin multiplicity: 3.

No. 3
Molecular formula: C20H30ClN3O3
Method: DFT, wB97M-V/def2-TZVPD

XYZ file:
```
57
Properties=species:S:1:pos:R:3
N 1.553 0.070 2.438
H 1.103 -0.819 2.582
H -2.547 -2.511 -3.163
C -0.240 -0.351 -0.206
O 2.140 1.583 0.851
C -1.760 5.770 1.025
H 0.590 3.392 0.526
C 1.263 -0.509 0.095
C -0.657 -1.062 -1.503
H -1.008 1.275 3.161
H 1.838 0.505 5.734
C -2.634 -1.426 -3.090
C 1.355 0.091 4.846
H -0.121 -0.572 -2.328
H -0.687 -0.563 4.493
H -0.728 -3.037 -0.617
H 1.846 -0.291 -0.802
N -2.875 5.049 1.035
C -0.174 0.300 4.927
H 0.150 1.693 -0.593
C 1.712 0.479 1.155
C -0.507 5.206 0.837
H 0.931 2.686 2.760
H 3.664 -0.630 3.364
C -2.160 -0.896 -1.742
O -2.436 0.916 1.020
C -0.256 -2.535 -1.467
H 0.822 -2.670 -1.388
H 1.292 2.777 4.481
C 1.832 0.892 3.629
H -0.376 -0.413 6.972
H -1.856 6.839 1.178
H -1.070 2.280 4.591
N -0.555 1.071 -0.232
H 3.489 1.766 4.641
H 1.477 -1.534 0.396
H 1.641 -0.964 4.798
C -1.557 3.089 0.646
H 3.539 1.959 2.878
H -3.681 -1.173 -3.256
H -2.702 -1.390 -0.930
H -0.576 -3.048 -2.373
H -1.730 0.575 6.415
Cl 0.903 6.211 0.868
H -0.831 -0.765 0.616
C -0.456 1.552 4.058
C -2.769 3.737 0.858
H -2.055 -0.990 -3.908
C 3.309 1.264 3.686
H -0.190 1.337 6.823
C -0.390 3.843 0.638
C -0.647 0.455 6.367
H -2.412 0.163 -1.670
C -1.568 1.596 0.498
H -3.682 3.155 0.888
O 4.181 0.145 3.600
C 0.918 2.121 3.690
```

The HOMO energy comes out at -9.592 eV. For the strongest force on any atom, the calculation gives 0.16 eV Å⁻¹. Its HOMO-LUMO gap is 0.365 Ha. The total energy comes out at -1630.3495 Eh. As for the structure (SMILES): CC[C@H](C)[C@@H](CC(=O)N[C@@]1(CO)CC[C@H](C)C1)NC(=O)c1cncc(Cl)c1. As for the total charge: 0. The relative energy (zero: lowest compared OMol25 entry of this formula, charge and spin) is 0.1354 eV.